*P*
The molecule CH3ClFNS. Source: OMol25; level of theory: wB97M-V/def2-TZVPD.

```
! wB97M-V def2-TZVPD RIJCOSX def2/J DEFGRID3
* xyz 0 1
C -0.7941 0.5053 0.2941
N 1.2076 0.1487 -1.1813
F -2.1148 0.5012 -0.0747
S -0.0450 -0.9578 -0.3529
Cl 0.6796 -1.9465 1.4252
H -0.4190 1.4330 -0.1684
H -0.5850 0.7168 1.3854
H 2.0707 -0.4008 -1.3274
*
```

LUMO energy (spin up / spin down) (eV): -1.16 / -1.16
E_HOMO (spin up / spin down) (eV): -9.2 / -9.2



*Q*
A cluster of 2 separate species, CH3ClFNS in total. Source: OMol25; level of theory: wB97M-V/def2-TZVPD.

```
! wB97M-V def2-TZVPD RIJCOSX def2/J DEFGRID3
* xyz 0 1
C 0.1305 0.8544 -0.2614
N -1.5421 -1.9453 0.1910
F 0.6800 2.1284 0.0705
S 0.9299 -0.4268 0.7499
Cl 2.2237 -1.1781 -0.5157
H -0.8670 1.0678 0.1264
H 0.1809 0.7086 -1.2834
H -1.7358 -1.2090 0.9229
*
```

LUMO energy (spin up / spin down) (eV): -1.20 / -1.15
E_HOMO (spin up / spin down) (eV): -9.6 / -9.5



Stability check: which of them is most stable? *P*.



*P*
A cluster of 2 separate species, C6H7NO in total. Source: OMol25; level of theory: wB97M-V/def2-TZVPD.

```
! wB97M-V def2-TZVPD RIJCOSX def2/J DEFGRID3
* xyz 0 1
C 2.0324 -1.1512 0.0146
C 0.8141 -0.1656 -0.4886
C -0.4358 1.7798 -0.0406
C -1.3551 0.6374 -0.0693
C -2.2909 -0.4286 -0.0770
C -0.4856 -0.4242 -0.3725
H 1.5620 -2.1496 -0.1570
H 2.1600 -0.9222 1.2495
H 3.1675 -0.9697 -0.3739
H 1.8453 1.8063 0.5214
H -0.6171 2.8000 0.0498
H -3.1108 -0.0930 -0.6681
H -2.8647 -0.4563 0.9858
N 0.8709 1.2445 -0.3715
O -1.2922 -1.5076 -0.2026
*
```

LUMO energy (eV): 0.12
E_HOMO (eV): -7.9



*Q*
A structure of composition C6H7NO. Source: OMol25; level of theory: wB97M-V/def2-TZVPD.

```
! wB97M-V def2-TZVPD RIJCOSX def2/J DEFGRID3
* xyz 0 1
C 0.0751 -2.0822 0.1006
C 0.0033 -0.6557 -0.4361
C 0.9471 0.3754 0.2058
C -1.0012 0.3257 0.2298
C -0.7220 1.6051 -0.5767
C 0.6143 1.6292 -0.6135
H -0.3047 -2.8520 -0.6117
H -0.0400 -0.7848 -1.5504
H 1.9876 0.1584 0.4043
H 0.0715 -0.3911 1.8801
H -2.0306 0.0254 0.5034
H -1.4805 2.2611 -0.9902
H 1.3322 2.2910 -1.0673
N -0.0015 0.4784 1.3587
O 0.5494 -2.3839 1.1633
*
```

LUMO energy (eV): 0.66
E_HOMO (eV): -9.1



*R*
A structure of composition C6H7NO. Source: OMol25; level of theory: wB97M-V/def2-TZVPD.

```
! wB97M-V def2-TZVPD RIJCOSX def2/J DEFGRID3
* xyz 0 1
C 2.2629 0.4250 1.0366
C 1.0500 0.4276 0.1757
C 0.8745 0.1065 -1.1004
C -0.6170 0.0158 -1.2075
C -0.4080 0.4926 0.7095
C -0.9776 -0.8106 0.1262
H 3.2104 0.6372 0.4929
H 2.1501 1.1686 1.8126
H 2.3770 -0.5005 1.5510
H 1.6281 -0.0294 -1.8354
H -1.1621 -0.1052 -2.1106
H -2.1234 1.1069 -0.2795
H -0.6075 0.9127 1.6993
N -1.0882 1.1624 -0.4176
O -1.3706 -1.9086 0.3941
*
```

LUMO energy (eV): 0.94
E_HOMO (eV): -9.3



*S*
A cluster of 3 separate species, C6H7NO in total. Source: OMol25; level of theory: wB97M-V/def2-TZVPD.

```
! wB97M-V def2-TZVPD RIJCOSX def2/J DEFGRID3
* xyz 0 1
C -0.9738 0.4494 -0.3210
C -1.8164 -0.8372 0.0332
C -0.8530 -1.8027 -0.0274
C 0.2245 -0.0320 -0.2941
C 1.5371 0.5770 -0.2260
C 2.8125 -0.0155 -0.0173
H -2.9312 1.5194 -0.9573
H -1.1384 2.3536 1.5286
H -2.8086 -1.0514 0.2388
H -1.1163 -2.8236 0.1875
H 1.2775 1.7285 -0.5710
H 3.7315 0.4752 0.2178
H 2.9100 -0.9724 0.4427
N -1.2354 1.8965 -0.0244
O 0.3800 -1.4647 -0.2102
*
```

LUMO energy (eV): -1.89
E_HOMO (eV): -8.4



Stability check: which of them is most stable? *R*.



*P*
A cluster of 2 separate species, C3H10N2O2 in total. Source: OMol25; level of theory: wB97M-V/def2-TZVPD.

```
! wB97M-V def2-TZVPD RIJCOSX def2/J DEFGRID3
* xyz 0 1
O -2.0596 -0.0963 -0.8568
C -1.5906 -0.3191 -1.9380
O -0.4141 -0.8575 -2.1639
H -2.0958 -0.0768 -2.8689
C 0.6841 0.9690 0.6577
N -0.3377 1.7815 1.3411
C 0.5527 -0.4767 1.1026
N 1.0048 -1.3978 0.0347
H 1.6686 1.3557 0.9338
H 0.5748 1.0376 -0.4223
H -0.4376 2.6642 0.8521
H -1.2322 1.3250 1.1807
H -0.4877 -0.7218 1.2944
H 1.1510 -0.6232 2.0001
H 1.0141 -2.3487 0.3818
H 0.0578 -1.0380 -1.2692
H 1.9475 -1.1771 -0.2598
*
```

LUMO energy (eV): 0.87
E_HOMO (eV): -9.4
SMILES: NCCN.O=CO



*Q*
A cluster of 2 separate species, C3H10N2O2 in total. Source: OMol25; level of theory: wB97M-V/def2-TZVPD.

```
! wB97M-V def2-TZVPD RIJCOSX def2/J DEFGRID3
* xyz 0 1
O 2.8028 -0.5437 0.1182
C 1.7872 -1.0705 -0.2564
C 0.6766 -1.3050 0.7411
N -0.5560 -0.6525 0.3205
C -1.3791 0.0656 1.2395
N -2.0745 1.2105 0.6088
H 1.7237 -1.6888 -1.1651
H 0.5212 -2.3744 0.8436
H 1.1080 -0.8246 1.6281
H -1.0727 -1.2771 -0.2834
H -0.8193 0.5037 2.0633
H -2.1204 -0.5546 1.7481
H -1.8455 1.2160 -0.3821
H -3.0707 1.0034 0.5706
H 0.7294 1.8212 -2.7075
H 2.1942 2.0085 -2.6662
O 1.3951 2.4624 -2.4210
*
```

LUMO energy (eV): 0.66
E_HOMO (eV): -8.9
SMILES: NCNCC=O.O



*R*
A structure of composition C3H10N2O2. Source: OMol25; level of theory: wB97M-V/def2-TZVPD.

```
! wB97M-V def2-TZVPD RIJCOSX def2/J DEFGRID3
* xyz 0 1
C 0.1720 0.7653 -1.9697
O -0.2186 1.9106 -1.4648
H -0.7427 1.5810 -0.3679
H 1.2204 0.6832 -2.2910
H -0.5356 0.2562 -2.6440
H 0.1130 -0.0796 -0.9968
C -1.2197 -1.4596 0.3618
N 0.8994 -0.4947 1.0812
C -0.3108 -0.2496 0.4364
N 1.6352 0.5527 1.6667
O -0.8674 0.9147 0.6221
H 1.0091 -1.3765 1.5592
H 2.2199 0.9853 0.9574
H 0.9824 1.2597 1.9987
H -2.0484 -1.2482 -0.3113
H -1.6312 -1.6625 1.3519
H -0.6771 -2.3380 0.0102
*
```

LUMO energy (eV): 0.50
E_HOMO (eV): -9.2



*S*
A cluster of 2 separate species, C3H10N2O2 in total. Source: OMol25; level of theory: wB97M-V/def2-TZVPD.

```
! wB97M-V def2-TZVPD RIJCOSX def2/J DEFGRID3
* xyz 0 1
N 0.2545 0.2232 2.2733
C 0.4516 1.3567 1.3952
C 0.0078 1.0471 -0.0749
N -1.1301 0.3422 -0.1710
C -1.4707 -0.2595 -1.4546
O 0.7849 1.2766 -0.9795
H -0.1785 0.4091 3.1561
H 0.9449 -0.5133 2.3407
H 1.4920 1.6817 1.3244
H -0.1365 2.1546 1.8545
H -1.8422 0.4213 0.5384
H -1.5284 0.4793 -2.2509
H -2.3961 -0.8316 -1.3981
H -0.7342 -1.0242 -1.6999
H 2.3677 -2.8845 -1.5590
H 1.4996 -1.4996 -1.4704
O 1.6136 -2.3790 -1.8243
*
```

LUMO energy (eV): 0.77
E_HOMO (eV): -9.0
SMILES: CNC(=O)CN.O



Stability check: which of them is most stable? *P*.



*P*
A cluster of 2 separate species, C3H10N2O2 in total. Source: OMol25; level of theory: wB97M-V/def2-TZVPD.

```
! wB97M-V def2-TZVPD RIJCOSX def2/J DEFGRID3
* xyz 0 1
C 1.1479 0.3434 0.8733
N -0.2802 0.1334 0.7086
C -0.9597 0.0981 -0.4776
N -0.2455 -0.5068 -1.5256
O -2.1520 0.3194 -0.5772
C 1.6801 1.6842 0.3083
H 1.7001 -0.4474 0.3682
H 1.5162 0.3050 1.8998
H -0.9114 0.3259 1.4738
H -0.7369 -0.6747 -2.3740
H 0.7129 -0.6218 -1.2411
H 1.5698 1.6631 -0.7711
H 2.7192 1.6907 0.6388
H 1.0885 2.5058 0.7112
H -1.5408 -2.3845 -0.3148
H -2.9550 -1.8385 0.1536
O -2.3532 -2.5951 0.1460
*
```

LUMO energy (eV): 0.70
E_HOMO (eV): -9.8
SMILES: CCNC(N)=O.O



*Q*
A cluster of 2 separate species, C3H10N2O2 in total. Source: OMol25; level of theory: wB97M-V/def2-TZVPD.

```
! wB97M-V def2-TZVPD RIJCOSX def2/J DEFGRID3
* xyz 0 1
O 1.0942 -1.2137 -1.3752
C 0.6445 -0.2690 -0.6954
N -0.5584 -0.2948 -0.0879
N 2.7461 0.9431 -1.2565
C -1.3831 -1.5050 -0.1650
C 1.4873 0.9958 -0.5556
H -1.0000 0.5136 0.3571
H 3.3894 0.5367 -0.5682
H 2.7108 0.2804 -2.0390
H -2.3291 -1.3421 0.3783
H -0.8388 -2.3343 0.3172
H -1.6189 -1.7953 -1.2027
H 0.8455 1.8379 -0.8790
H 1.6587 1.1020 0.5329
O -2.5301 0.5698 2.2641
H -2.3906 0.8075 3.2087
H -1.9273 1.1674 1.7663
*
```

LUMO energy (eV): 0.27
E_HOMO (eV): -9.5
SMILES: CNC(=O)CN.O



Stability check: which of them is most stable? *P*.



*P*
A cluster of 2 separate species, C6H10 in total. Source: OMol25; level of theory: wB97M-V/def2-TZVPD.

```
! wB97M-V def2-TZVPD RIJCOSX def2/J DEFGRID3
* xyz 0 1
C 2.6540 0.3959 -0.6116
C 1.3055 0.0808 -0.1097
C 0.3752 -0.0706 0.6962
C -0.8882 -0.3920 1.1060
C -0.7019 -0.8537 -1.5543
C -1.9361 0.6441 1.4201
H 3.3275 0.6984 0.2000
H 3.0963 -0.4734 -1.1062
H 2.6206 1.2114 -1.3396
H -1.0451 -1.3808 1.5363
H -0.8281 0.1714 -1.2798
H -1.1174 -1.1729 -2.5177
H -0.2196 -1.5975 -0.9572
H -1.7862 1.5492 0.8251
H -2.9355 0.2504 1.2132
H -1.9211 0.9392 2.4792
*
```

LUMO energy (spin up / spin down) (eV): 0.08 / 0.51
E_HOMO (spin up / spin down) (eV): -8.3 / -7.6



*Q*
The molecule C6H10. Source: OMol25; level of theory: wB97M-V/def2-TZVPD.

```
! wB97M-V def2-TZVPD RIJCOSX def2/J DEFGRID3
* xyz 0 1
C -1.2345 0.9725 -0.9893
C -0.0955 0.1811 -0.4137
C 0.5476 -0.9936 -1.0274
C -0.1537 -1.1234 0.3737
C 0.4472 -0.3986 1.6013
C 0.8937 0.7131 0.6421
H -1.6972 0.4579 -1.8393
H -0.9006 1.9571 -1.3328
H -2.0064 1.1172 -0.2254
H -0.0055 -1.3819 -1.8933
H 1.6252 -1.0347 -1.1976
H -0.8983 -1.9043 0.4769
H -0.3515 0.0170 2.2411
H 1.1699 -0.8725 2.2798
H 1.9275 0.5373 0.3297
H 0.7580 1.7465 0.9534
*
```

LUMO energy (eV): 1.14
E_HOMO (eV): -9.3
SMILES: C[C@@]12CC[C@@H]1C2



*R*
A structure of composition C6H10. Source: OMol25; level of theory: wB97M-V/def2-TZVPD.

```
! wB97M-V def2-TZVPD RIJCOSX def2/J DEFGRID3
* xyz 0 1
C -1.2397 0.6296 0.1283
C 0.2112 0.7733 0.6105
C 0.1815 -0.5811 1.2941
C -0.9334 -0.8272 -0.2747
C 0.1920 -0.6440 -1.2831
C 1.0116 0.5391 -0.6764
H -1.5192 1.2788 -0.7125
H -1.9958 0.7125 0.9124
H 0.5272 1.6212 1.2242
H -0.3988 -0.5990 2.2277
H 1.1079 -1.1579 1.4040
H -0.7495 -1.5103 0.6227
H -0.2388 -0.3729 -2.2574
H 0.7744 -1.5547 -1.4410
H 1.0181 1.4353 -1.3045
H 2.0513 0.2575 -0.4743
*
```

LUMO energy (eV): 1.06
E_HOMO (eV): -7.8



Stability check: which of them is most stable? *Q*.



*P*
A cluster of 2 separate species, CH6NS in total. Source: OMol25; level of theory: wB97M-V/def2-TZVPD.

```
! wB97M-V def2-TZVPD RIJCOSX def2/J DEFGRID3
* xyz -1 1
N 2.0870 -0.4385 -0.0124
H 1.1856 -0.9069 0.1011
H 2.6970 -0.9974 -0.5889
H 2.5239 -0.3389 0.9003
C -1.7278 0.6426 -0.0635
S -1.3191 -1.0898 -0.4896
H -0.9229 1.0833 0.5362
H -2.6421 0.7252 0.5299
H -1.8815 1.3204 -0.9130
*
```

LUMO energy (eV): 4.44
E_HOMO (eV): -2.1



*Q*
A cluster of 2 separate species, CH6NS in total. Source: OMol25; level of theory: wB97M-V/def2-TZVPD.

```
! wB97M-V def2-TZVPD RIJCOSX def2/J DEFGRID3
* xyz -1 1
N -0.9104 -0.0524 -2.0245
H -1.1634 0.3400 -1.1175
H 0.0592 -0.3121 -1.8504
H -0.8293 0.7602 -2.6298
C 0.5410 -0.2671 1.5916
S 1.0276 1.3312 0.8056
H 0.4590 -1.0784 0.8601
H 1.2673 -0.5791 2.3405
H -0.4511 -0.1422 2.0245
*
```

LUMO energy (eV): 4.42
E_HOMO (eV): -2.2



Stability check: which of them is most stable? *Q*.



*P*
A cluster of 3 separate species, C3H8N2O2 in total. Source: OMol25; level of theory: wB97M-V/def2-TZVPD.

```
! wB97M-V def2-TZVPD RIJCOSX def2/J DEFGRID3
* xyz 0 1
C -0.4722 0.1750 -0.3532
C -0.1999 1.4746 0.0823
N -1.2724 1.7663 0.8557
C -1.9323 0.6220 1.1976
N -1.3952 -0.3794 0.4805
H -0.1733 -0.1037 -1.3444
H 0.7930 1.8614 -0.0883
H -1.5079 2.6702 1.2311
H -2.2701 0.5038 2.2167
H 3.2780 -0.9525 -2.6365
H 2.0188 -1.1479 -1.9017
O 2.7800 -0.5524 -1.9139
H 0.2588 -1.6611 0.0056
H 0.8752 -2.9099 0.7415
O 1.0897 -2.0907 0.2703
*
```

LUMO energy (eV): 0.86
E_HOMO (eV): -8.7
SMILES: c1c[nH]cn1.O.O



*Q*
The molecule C3H8N2O2. Source: OMol25; level of theory: wB97M-V/def2-TZVPD.

```
! wB97M-V def2-TZVPD RIJCOSX def2/J DEFGRID3
* xyz 0 1
N 0.6573 1.1176 -0.8539
C -0.1175 -0.1409 -0.6570
C -1.3455 0.1149 0.2768
O -1.9129 1.3882 0.1154
C 0.8026 -1.2898 -0.2065
N 1.6051 -1.0937 0.8909
O 0.9838 -2.2349 -0.9326
H 0.7038 1.6432 0.0076
H 0.0345 1.6712 -1.4244
H -0.4096 -0.4223 -1.6644
H -2.0419 -0.6888 0.0435
H -1.0467 -0.0581 1.3194
H -1.8679 1.8828 0.9355
H 1.5317 -0.2149 1.3484
H 2.4232 -1.6746 0.8013
*
```

LUMO energy (eV): 0.44
E_HOMO (eV): -9.5
SMILES: NC(=O)[C@H](N)CO



Stability check: which of them is most stable? *Q*.



*P*
A cluster of 2 separate species, C3H8N2O2 in total. Source: OMol25; level of theory: wB97M-V/def2-TZVPD.

```
! wB97M-V def2-TZVPD RIJCOSX def2/J DEFGRID3
* xyz 0 1
C -1.5600 -0.9160 -0.6964
C 0.0266 -0.1271 1.3821
N -1.3932 0.2148 -1.3185
C 1.0917 -0.0955 -0.0561
N 1.9352 0.9740 0.0116
O -0.2237 0.7724 -1.4237
O 1.4076 -1.1778 -0.4959
H -2.1901 0.8582 -1.3920
H 2.8621 0.8343 -0.3577
H 1.6008 1.8308 0.4176
H -2.5710 -1.2580 -0.5419
H -0.7609 -1.6355 -0.7234
H -0.5078 0.8226 1.4155
H -0.5502 -1.0069 1.6685
H 0.8329 -0.0901 2.1104
*
```

LUMO energy (eV): 0.50
E_HOMO (eV): -8.8
SMILES: C=[NH+][O-].CC(N)=O



*Q*
A cluster of 2 separate species, C3H8N2O2 in total. Source: OMol25; level of theory: wB97M-V/def2-TZVPD.

```
! wB97M-V def2-TZVPD RIJCOSX def2/J DEFGRID3
* xyz 0 1
N -0.8277 -1.0736 2.0815
C -0.6760 -0.6751 -0.2336
O -1.5376 -1.4827 -0.2421
N -0.3347 0.5613 0.2131
C 0.4136 1.2663 -0.7856
C 1.2021 0.2140 -1.5680
O 0.4958 -0.9793 -1.3283
H -1.5520 -1.7708 2.1088
H -1.0365 -0.2663 2.6485
H -0.5100 1.0265 1.0912
H 1.0794 1.9542 -0.2851
H -0.2903 1.7899 -1.4380
H 2.2581 0.1843 -1.2450
H 1.2277 0.5520 -2.6213
H 0.0881 -1.3008 1.6038
*
```

LUMO energy (eV): 0.62
E_HOMO (eV): -9.1
SMILES: O=C1NCCO1.N



Stability check: which of them is most stable? *Q*.